{"formula": "CH10NO4", "method": "wB97M-V/def2-TZVPD", "symbols": ["O", "O", "O", "O", "N", "C", "H", "H", "H", "H", "H", "H", "H", "H", "H", "H"], "coordinates": [[-0.5267, 0.3620, -0.1604], [0.6631, -2.2367, -2.4958], [-2.4446, 2.1057, 0.3423], [1.5805, 0.3156, -1.4103], [0.7001, -0.0945, 1.9934], [-0.1492, -0.5334, 0.8330], [0.3564, -0.3747, 2.8799], [0.7447, 0.4305, -0.6404], [-1.8758, 2.6432, 0.8470], [1.3495, 0.9423, -2.1113], [-1.6858, 1.5219, -0.0253], [-1.1761, -0.5377, 1.2981], [0.8360, 0.9501, 2.0662], [0.3475, -2.7359, -1.6247], [0.2116, -1.4058, 0.2976], [1.0688, -1.3526, -2.0893]], "forces_ev_per_a": [[2.56, 1.08, 0.15], [0.04, 0.22, 3.77], [0.24, -1.24, -1.38], [0.00, 0.00, 0.48], [1.73, 1.90, -1.31], [-4.02, 1.68, 1.26], [-0.72, -0.45, 0.53], [-0.17, 0.22, -2.06], [0.66, 1.44, 1.28], [-0.07, -0.26, 0.37], [-1.00, -0.35, 0.35], [0.68, -2.06, 0.18], [-0.35, -1.63, -0.63], [1.00, 1.73, -2.88], [0.39, -0.63, 0.76], [-0.97, -1.65, -0.87]], "total_energy_ha": -399.8034, "relative_energy_kcal_mol": 38.9, "gap_ev": 8.294, "lumo_ev": 4.103, "charge": -1, "homo_ev": -4.191}